1.
Computed, not measured: a cluster of 15 separate species, C42H90N3O21PS4 in total, with ωB97M-V with the def2-TZVPD basis set.

The HOMO energy is -8.4560 eV. As for the frontier orbital gap: 0.2994 Ha. The spin multiplicity is 1. The calculation puts the molar mass at 1132.424 g mol⁻¹.

Atoms and positions in Å:
C1 1.09650 -6.24402 1.91695
C2 0.48147 -5.29816 1.20259
C3 -0.17074 -4.07432 1.80852
C4 0.34323 -2.86457 1.06701
C5 1.67594 -2.47978 1.20222
N1 2.46442 -3.23585 2.12022
C6 2.70330 -2.83130 3.23637
S1 2.90907 -2.39124 4.71236
C7 2.19821 -1.39822 0.48549
S2 3.94730 -1.05830 0.64187
C8 4.81597 -2.60281 0.52828
O1 4.19093 -0.48708 1.95086
O2 4.44576 -0.26662 -0.45714
C9 1.36686 -0.62532 -0.33947
C10 1.90315 0.58843 -1.04642
O3 2.10447 1.60109 -0.08032
C11 3.24690 2.42923 -0.27458
C12 2.93144 3.88314 -0.01847
C13 4.19483 4.70813 -0.32028
C14 0.02686 -0.99158 -0.48524
C15 -0.45671 -2.08814 0.22767
S3 -2.15064 -2.55365 0.07250
C16 -2.86961 -0.98434 -0.26476
C17 -4.19152 -0.75238 0.14010
P1 -5.16474 -1.95828 1.04732
S4 -5.12595 -1.68269 2.98420
C18 -4.76729 0.47346 -0.17033
O4 -6.07649 0.74196 0.17040
N2 -6.20399 1.16364 1.58363
O5 -7.28438 1.01886 1.93554
C19 -4.04537 1.43131 -0.86098
C20 -2.73195 1.20639 -1.24423
C21 -1.99297 2.27917 -1.99168
C22 -0.99353 3.03923 -1.11879
O6 -1.55854 4.34477 -0.90896
C23 -1.24433 4.93667 0.27762
O7 -0.12540 4.91205 0.72113
C24 -2.41491 5.58172 0.95797
C25 -2.42023 5.15538 2.43685
C26 -2.12763 -0.02111 -0.93485
N3 -0.78782 -0.22900 -1.37773
C27 -0.82172 -0.79412 -2.78961
C28 0.20385 -1.86865 -3.08254
H1 1.99631 -6.73011 1.56267
H2 0.70286 -6.53073 2.88592
H3 0.40069 -5.32804 0.11805
H4 -1.25887 -4.10858 1.76545
H5 0.09369 -3.96666 2.85946
H6 5.77399 -2.35872 0.07890
H7 4.95246 -3.02949 1.51391
H8 4.26927 -3.30385 -0.09766
H9 2.80908 0.32640 -1.58700
H10 1.18998 0.97641 -1.77619
H11 3.67722 2.31977 -1.27509
H12 4.02145 2.12000 0.43171
H13 2.66194 4.06303 1.01912
H14 2.12805 4.23319 -0.66355
H15 4.21108 5.64520 0.22907
H16 4.30793 4.89075 -1.38933
H17 5.07734 4.13641 -0.02122
H18 -4.69196 -3.23034 0.71386
H19 -6.46603 -1.86434 0.54594
H20 -4.52501 2.37240 -1.09535
H21 -2.72567 2.96371 -2.41352
H22 -1.48410 1.82755 -2.84282
H23 -0.87695 2.53718 -0.15958
H24 -0.01314 3.10701 -1.58694
H25 -3.34171 5.24870 0.50335
H26 -2.34319 6.66510 0.94390
H27 -1.51904 5.49406 2.94039
H28 -2.50287 4.07328 2.53439
H29 -3.27753 5.60504 2.93558
H30 -0.62539 0.03771 -3.46909
H31 -1.83528 -1.13440 -3.00248
H32 0.02262 -2.78868 -2.52866
H33 0.16488 -2.07629 -4.14896
H34 1.21849 -1.52642 -2.87969
C29 -1.53404 1.28452 4.54979
O8 -2.64259 1.83479 3.85075
H35 -0.89839 2.11391 4.85066
H36 -1.85553 0.74319 5.44381
H37 -0.95334 0.61205 3.91185
H38 -3.21135 1.10879 3.57830
C30 -9.77272 -0.69853 2.98541
O9 -10.86823 -1.39714 3.57676
H39 -9.08826 -1.44716 2.59535
H40 -10.11146 -0.06063 2.16546
H41 -9.24534 -0.08926 3.72193
H42 -11.47404 -0.73230 3.91578
C31 2.04150 1.50916 -4.96583
O10 0.64700 1.83445 -5.02204
H43 2.17513 0.51467 -5.38253
H44 2.62424 2.22306 -5.54507
H45 2.38472 1.51590 -3.92711
H46 0.53069 2.71242 -4.65044
C32 7.51040 1.45587 2.38597
O11 6.42033 1.96121 1.63799
H47 8.14455 2.29921 2.65131
H48 7.17084 0.96995 3.30572
H49 8.10414 0.74405 1.80242
H50 5.85049 1.21962 1.39855
C33 5.16753 4.70310 -5.95417
O12 4.10083 3.85868 -5.51625
H51 5.97661 4.06039 -6.29385
H52 4.85224 5.33857 -6.78417
H53 5.53166 5.33340 -5.13981
H54 3.38948 4.43245 -5.21848
C34 -6.83636 4.62828 0.34115
O13 -5.77203 5.52411 0.04147
H55 -6.58149 3.66559 -0.09625
H56 -6.96135 4.50378 1.42030
H57 -7.78085 4.97151 -0.08969
H58 -5.98781 6.37746 0.42709
C35 6.91519 0.76281 -5.76767
O14 5.54598 1.13506 -5.83675
H59 7.00367 -0.23570 -6.18904
H60 7.54573 1.44421 -6.34722
H61 7.27202 0.74089 -4.73417
H62 5.45714 2.01943 -5.46714
C36 -3.99816 9.72561 -0.01867
O15 -3.20880 8.54214 -0.08285
H63 -4.38780 9.80141 0.99348
H64 -3.40152 10.61565 -0.23362
H65 -4.83661 9.68244 -0.71929
H66 -2.86811 8.47456 -0.97923
C37 -13.36696 -1.19230 6.98610
O16 -12.53523 -2.27043 6.58302
H67 -13.79089 -1.45172 7.95289
H68 -12.79706 -0.26397 7.09207
H69 -14.18489 -1.02962 6.27754
H70 -12.15430 -2.04587 5.72892
C38 7.46994 -2.53934 2.82172
O17 6.60501 -3.53821 3.35557
H71 8.24744 -3.05111 2.25869
H72 6.93134 -1.86315 2.15448
H73 7.93499 -1.95021 3.61599
H74 5.91662 -3.08463 3.85362
C39 1.62504 -2.89870 -7.19277
O18 0.78008 -3.38590 -6.15353
H75 2.09966 -1.99188 -6.82693
H76 2.40045 -3.62557 -7.44696
H77 1.05143 -2.65956 -8.09151
H78 0.35865 -4.18945 -6.46922
C40 0.58944 -6.12239 -3.27119
O19 -0.26735 -6.56120 -2.22858
H79 1.16043 -5.27400 -2.89896
H80 1.28693 -6.91036 -3.57229
H81 0.02185 -5.79925 -4.14912
H82 -0.77166 -7.32183 -2.53805
C41 -0.15921 -9.84120 -0.91216
O20 -1.16394 -9.19835 -1.69153
H83 0.78887 -9.69138 -1.42138
H84 -0.09550 -9.40350 0.08632
H85 -0.35264 -10.91305 -0.82806
H86 -2.00972 -9.31819 -1.25220
C42 7.63089 -3.71727 6.84122
O21 8.33435 -4.72428 6.13031
H87 7.67826 -3.95232 7.90160
H88 8.08120 -2.73310 6.68002
H89 6.58045 -3.69204 6.53533
H90 8.27350 -4.51156 5.19322



2.
Computed, not measured: an isolated molecule of C3H4N2OS, with ωB97M-V with the def2-TZVPD basis set.

The HOMO energy (spin up / spin down) is -7.8625 / -8.0457 eV. As for the frontier orbital gap (spin up / spin down): 0.2707 / 0.2763 Ha. The spin multiplicity is 1. The calculation puts the molar mass at 116.145 g mol⁻¹. The relative energy (zero: lowest compared OMol25 entry of this formula, charge and spin) comes out at 111.8 kcal/mol.

Atoms and positions in Å:
C1 0.53386 -0.30656 -0.35919
C2 1.05405 1.64335 1.25522
C3 -0.36956 1.29392 1.38487
N1 0.65629 0.52071 0.72750
N2 1.08097 -1.73825 -2.43261
O1 1.98793 2.31941 1.47547
S1 1.67102 -0.53944 -1.59189
H1 -0.35441 -0.84411 -0.53093
H2 -0.53505 0.68138 2.28557
H3 -1.19602 1.53687 0.70544
H4 1.68277 -1.89223 -3.25392



3.
Computed, not measured: a cluster of 5 separate species, C21H40BrClNO13 in total, with ωB97M-V with the def2-TZVPD basis set.

The total charge is -1. The HOMO energy is -2.9632 eV. As for the frontier orbital gap: 0.1835 Ha. The spin multiplicity is 1. The calculation puts the molar mass at 629.902 g mol⁻¹.

Atoms and positions in Å:
C1 -5.11614 2.57109 2.86004
C2 -4.91652 1.97713 1.33702
Br1 -6.28797 0.48926 1.10671
C3 -5.20610 3.09363 0.17211
N1 -3.98865 3.86285 -0.29630
C4 -2.92966 2.94867 -0.88399
C5 -1.66354 2.96887 0.20844
O1 -1.52398 4.14341 0.88346
Cl1 -0.55770 1.50772 0.51549
H1 -6.11745 3.19549 2.93814
H2 -5.19483 1.63274 3.57762
H3 -4.17125 3.22182 3.15665
H4 -3.85521 1.48424 1.30264
H5 -5.95339 3.89509 0.64446
H6 -5.77753 2.66114 -0.78090
H7 -2.54600 3.25755 -1.94539
H8 -3.31359 1.82032 -0.95230
C6 0.97635 -5.14793 -0.89171
C7 1.93477 -4.57370 -1.91966
O2 1.45423 -3.32362 -2.42982
C8 1.61941 -2.25537 -1.61162
O3 2.13368 -2.26927 -0.50482
O4 1.07920 -1.17049 -2.22186
C9 1.09059 0.00690 -1.41896
H9 -0.03440 -5.21926 -1.30456
H10 1.30113 -6.14182 -0.57156
H11 0.91292 -4.50719 -0.00735
H12 2.00055 -5.25880 -2.77279
H13 2.94768 -4.46646 -1.51679
H14 2.09674 0.22684 -1.04720
H15 0.38717 -0.10373 -0.58751
H16 0.76337 0.84496 -2.04047
C10 4.61031 -0.51292 0.64878
C11 5.88722 -0.67885 1.45311
O5 6.87167 -1.40993 0.71132
C12 7.51639 -0.70950 -0.25390
O6 7.33441 0.46431 -0.53449
O7 8.37599 -1.55118 -0.88146
C13 9.04524 -0.96552 -1.99507
H17 4.24443 -1.48389 0.30166
H18 3.83283 -0.03375 1.25019
H19 4.77961 0.09885 -0.24214
H20 5.67153 -1.26435 2.35433
H21 6.28693 0.28509 1.78606
H22 9.54485 -0.03233 -1.71491
H23 8.33264 -0.79321 -2.80800
H24 9.80495 -1.67043 -2.34384
C14 -4.09993 -7.94887 -4.66334
C15 -3.12756 -8.93368 -4.03913
O8 -2.28176 -8.28509 -3.08110
C16 -2.85366 -8.01877 -1.88114
O9 -4.00029 -8.28199 -1.55611
O10 -1.93967 -7.37351 -1.11339
C17 -2.44881 -6.93841 0.14457
H25 -3.56457 -7.09168 -5.08257
H26 -4.68142 -8.42780 -5.45599
H27 -4.79693 -7.55376 -3.91854
H28 -2.47097 -9.33516 -4.81966
H29 -3.64556 -9.78644 -3.58715
H30 -2.91046 -7.76432 0.69565
H31 -3.16654 -6.12572 -0.00625
H32 -1.61205 -6.55641 0.73585
C18 -1.67827 7.73807 1.30356
C19 -1.11037 6.91687 2.44728
O11 0.10302 7.49565 2.94383
C20 -0.04991 8.58255 3.73955
O12 -1.10969 9.09459 4.06261
O13 1.18429 9.02710 4.08638
C21 1.16979 10.23614 4.84072
H33 -0.92647 7.88176 0.52169
H34 -2.55323 7.24586 0.87002
H35 -1.97834 8.73425 1.64153
H36 -0.85584 5.91590 2.08013
H37 -1.83839 6.78564 3.25510
H38 0.52274 10.15040 5.71988
H39 0.84884 11.06708 4.20442
H40 2.18914 10.43528 5.18274



4.
Computed, not measured: a cluster of 3 separate species, C25H41ClN2O7 in total, with ωB97M-V with the def2-TZVPD basis set.

The HOMO energy (spin up / spin down) is -8.9373 / -9.6384 eV. As for the frontier orbital gap (spin up / spin down): 0.2852 / 0.3110 Ha. The spin multiplicity is 3. The calculation puts the molar mass at 517.063 g mol⁻¹.

Atoms and positions in Å:
C1 4.73260 -1.82918 -2.89850
C2 5.08489 -2.91009 -1.75179
O1 5.92912 -2.54499 -0.89343
O2 4.42552 -4.18432 -1.70815
C3 5.30933 -5.23551 -2.17792
C4 5.14225 -5.35202 -3.75993
C5 4.01177 -5.12241 -4.59468
Cl1 2.35624 -4.61604 -4.09006
C6 4.65171 -5.39540 -6.02883
O3 4.07258 -4.89981 -7.00952
O4 5.85907 -6.15418 -5.93935
C7 6.40310 -5.76493 -4.64510
O5 7.61455 -5.76081 -4.40300
H1 5.50397 -0.99046 -2.95306
H2 4.66848 -2.40825 -3.88631
H3 3.71796 -1.31380 -2.65055
H4 5.20414 -6.21970 -1.61389
H5 6.38963 -4.86455 -1.99343
C8 -1.22133 2.24160 -3.62521
C9 -0.51532 0.95106 -3.11363
C10 -1.18739 0.45181 -1.81168
C11 -0.84665 1.28717 -0.58514
C12 0.66258 1.41739 -0.42898
C13 1.35194 1.95662 -1.69893
N1 0.94646 1.21791 -2.93823
O6 1.58658 0.01906 -2.92810
C14 1.02430 3.46288 -1.83873
C15 2.88622 1.93479 -1.47834
C16 -0.81172 -0.10291 -4.21210
H6 -1.96679 2.61498 -2.91896
H7 -0.52047 3.05072 -3.83593
H8 -1.73531 2.07913 -4.57727
H9 -0.88525 -0.58360 -1.61280
H10 -2.27537 0.42755 -1.93761
H11 -1.31443 2.27410 -0.65181
H12 -1.26479 0.81256 0.30734
H13 0.87967 2.06999 0.42316
H14 1.07363 0.43408 -0.16919
H15 1.42267 3.86674 -2.77431
H16 1.47529 4.03671 -1.02337
H17 -0.04393 3.67953 -1.79749
H18 3.26052 0.93843 -1.23017
H19 3.16785 2.58367 -0.64384
H20 3.41595 2.28920 -2.36521
H21 -0.34200 0.17272 -5.16148
H22 -1.88918 -0.18137 -4.38505
H23 -0.47151 -1.10485 -3.93851
C17 -2.31006 2.59429 5.47747
C18 -2.93157 2.30172 4.07958
C19 -4.47059 2.45716 4.13332
C20 -5.17955 1.30880 4.83924
C21 -4.76581 -0.02705 4.23515
C22 -3.23658 -0.22551 4.21140
N2 -2.50869 0.94261 3.61997
O7 -2.67891 0.89128 2.27215
C23 -2.74864 -0.48817 5.65670
C24 -2.91929 -1.55013 3.47165
C25 -2.39000 3.44210 3.17874
H24 -3.07072 2.73371 6.24941
H25 -1.63118 1.80785 5.81029
H26 -1.69097 3.49627 5.47149
H27 -4.87088 2.52960 3.11487
H28 -4.73447 3.39892 4.62691
H29 -4.96767 1.32948 5.91244
H30 -6.26264 1.43271 4.74078
H31 -5.24168 -0.83743 4.79715
H32 -5.16676 -0.08951 3.21610
H33 -1.65709 -0.54879 5.69813
H34 -3.13762 -1.43958 6.03211
H35 -3.07866 0.26843 6.36978
H36 -3.32657 -1.57257 2.45788
H37 -3.35902 -2.40319 3.99687
H38 -1.84205 -1.71881 3.41234
H39 -1.30236 3.37952 3.07303
H40 -2.62580 4.41758 3.61447
H41 -2.83327 3.43751 2.17967